Record 1
Entry from OMol25: an isolated molecule of C4H10N2S (wB97M-V/def2-TZVPD).

XYZ file:
```
17
Properties=species:S:1:pos:R:3:forces:R:3
N -0.477 0.813 -2.225 -1.2 1.4 1.2
C 0.331 -0.036 -1.308 -0.6 1.8 0.0
C -0.291 -0.153 0.107 1.5 -0.8 -0.7
N -1.527 -0.834 0.258 -1.2 -0.7 -0.7
C 0.035 0.768 1.200 1.2 3.1 -0.3
C 0.672 -0.556 1.226 -0.6 -1.0 0.4
S 2.414 -0.691 0.959 0.6 0.0 1.9
H -0.355 1.871 -1.985 -0.4 -2.6 -0.4
H -1.488 0.549 -1.991 1.7 0.9 -0.7
H 0.381 -0.983 -1.790 -0.2 -1.2 -0.1
H 1.377 0.310 -1.371 -0.5 0.1 0.6
H -2.391 -0.324 0.048 0.7 0.1 0.0
H -1.528 -1.677 -0.315 -0.1 0.1 0.2
H -0.666 0.944 1.968 -1.0 0.2 0.5
H 0.647 1.710 0.969 -0.7 -1.7 0.3
H 0.180 -1.275 1.918 0.8 0.5 -0.6
H 2.687 -0.437 2.332 0.0 -0.3 -1.8
```
Forces are in eV/Å.

Calculated values
SMILES: NC[C@]1(N)C[C@@H]1S
Electronic energy in eV: -18124.09660
Charge: 0
HOMO-LUMO gap in eV: 9.635
HOMO energy in eV: -8.75

Listed below, in e, are the Löwdin charges computed for each atom:
1. N -0.04
2. C -0.24
3. C -0.55
4. N 0.07
5. C -0.14
6. C -0.64
7. S 0.72
8. H 0.10
9. H 0.07
10. H 0.10
11. H 0.10
12. H 0.09
13. H 0.09
14. H 0.09
15. H 0.14
16. H 0.12
17. H -0.08

Record 2
Entry from OMol25: a cluster of 2 separate species, C3H12N3 in total (wB97M-V/def2-TZVPD).

XYZ file:
```
18
Properties=species:S:1:pos:R:3:forces:R:3
C 0.654 2.542 1.723 0.4 -0.2 -0.2
N 1.191 1.212 2.065 -0.1 0.0 -0.3
H 1.428 3.258 1.436 0.0 0.1 0.1
H 0.098 2.934 2.570 -0.1 0.1 -0.1
H 0.003 2.461 0.851 -0.3 0.0 0.2
H 1.342 0.679 1.218 0.1 0.0 -0.1
H 2.115 1.311 2.465 0.0 0.0 0.2
C -0.257 -1.520 -0.635 0.0 0.3 0.0
C -0.666 -0.671 -1.592 -0.1 -0.6 0.2
N -0.372 0.640 -1.736 -0.2 -0.5 0.1
N -0.785 -2.895 -0.689 -0.2 -0.6 0.2
H 0.394 -1.340 0.202 -0.1 0.1 0.1
H -1.308 -1.106 -2.356 0.1 0.2 -0.2
H -0.860 1.122 -2.464 0.0 0.3 -0.1
H -0.192 1.171 -0.903 0.2 0.2 0.1
H -1.584 -3.070 -0.063 0.3 0.2 0.0
H -0.083 -3.615 -0.468 0.0 0.3 0.0
H -1.118 -3.113 -1.625 0.0 0.0 -0.3
```
Forces are in eV/Å.

Calculated values
Electronic energy in eV: -7768.37414
Charge: +1
HOMO-LUMO gap in eV: 8.642
HOMO energy in eV: -12.26

Listed below, in e, are the Löwdin charges computed for each atom:
1. C -0.18
2. N -0.07
3. H 0.07
4. H 0.07
5. H 0.04
6. H 0.02
7. H 0.06
8. C -0.09
9. C -0.18
10. N 0.12
11. N 0.17
12. H 0.11
13. H 0.13
14. H 0.11
15. H 0.08
16. H 0.18
17. H 0.18
18. H 0.16

Record 3
Entry from OMol25: an isolated molecule of CH3N2PS (wB97M-V/def2-TZVPD).

XYZ file:
```
8
Properties=species:S:1:pos:R:3:forces:R:3
N 3.495 0.713 0.516 1.2 0.3 0.5
C 2.602 0.395 -0.120 -1.8 -0.4 -0.8
P 0.890 0.100 -0.830 1.8 -0.4 0.1
N 0.157 1.185 0.190 -1.8 1.2 1.0
S 0.820 -1.926 0.111 -2.0 1.9 1.7
H 0.134 1.094 1.236 0.2 0.3 -1.6
H -0.402 2.015 -0.209 1.2 -2.3 0.9
H 1.546 -2.603 -0.686 1.2 -0.6 -1.7
```
Forces are in eV/Å.

Calculated values
SMILES: N#CP(N)S
Electronic energy in eV: -24189.33786
Charge: 0
HOMO-LUMO gap in eV: 9.906
HOMO energy in eV: -9.56

Listed below, in e, are the Löwdin charges computed for each atom:
1. N 0.05
2. C -0.51
3. P 0.53
4. N -0.31
5. S 0.35
6. H 0.07
7. H 0.09
8. H -0.26

Record 4
Entry from OMol25: a structure of composition C55H114F3HgN6O9S (wB97M-V/def2-TZVPD).

XYZ file:
```
189
Properties=species:S:1:pos:R:3:forces:R:3
Hg -1.773 -2.263 5.780 -0.1 0.0 -0.1
C -1.113 -1.572 -0.806 -0.9 0.5 0.6
F -0.765 -0.523 -1.527 1.4 0.4 0.1
F -2.086 -2.117 -1.479 -1.2 -1.3 -0.5
F -0.129 -2.498 -0.686 -0.7 1.5 0.4
S -1.956 -0.834 0.787 -0.7 0.3 1.3
O -0.906 -0.473 1.696 2.3 1.1 0.2
O -2.812 0.295 0.440 0.8 -1.7 -0.7
O -2.569 -1.920 1.553 -1.0 -0.7 -1.3
C 3.575 -5.542 5.491 -0.2 0.2 0.6
C 3.300 -6.742 4.571 0.9 -0.4 0.4
C 3.923 -8.052 5.242 -1.0 -1.5 -1.0
C 3.341 -9.368 4.608 -0.7 0.9 -1.1
C 1.789 -9.379 4.611 1.1 1.1 0.9
C 1.177 -8.148 3.902 -1.2 0.8 0.8
N 1.843 -6.839 4.323 0.1 -1.8 0.9
O 1.322 -5.712 3.718 -0.1 -0.4 0.5
C 1.299 -8.355 2.409 -1.1 -1.3 0.0
C -0.432 -8.015 4.264 2.7 0.1 -0.5
C 4.073 -6.572 3.235 0.4 -0.5 -0.3
H 3.228 -4.611 5.041 0.1 0.0 0.0
H 4.606 -5.419 5.824 0.4 -0.2 -0.9
H 3.123 -5.646 6.477 -0.7 -0.2 -0.2
H 4.991 -8.091 5.027 0.0 0.5 0.1
H 3.830 -8.199 6.318 -0.3 0.9 0.1
H 3.692 -10.329 4.984 0.3 0.4 0.6
H 3.656 -9.388 3.565 0.1 0.0 -0.2
H 1.526 -9.356 5.669 -0.5 -0.1 0.1
H 1.448 -10.323 4.187 -0.3 0.2 -0.2
H 1.099 -7.456 1.826 0.5 -0.2 -0.3
H 2.122 -9.025 2.159 0.6 1.0 -0.4
H 0.479 -9.052 2.237 -0.4 0.2 -0.5
H -0.473 -7.787 5.329 -0.4 0.1 -0.2
H -0.824 -7.226 3.622 -0.2 0.1 0.4
H -0.924 -8.953 4.008 0.1 0.0 0.2
H 3.813 -5.788 2.523 -0.5 0.4 0.5
H 4.013 -7.483 2.639 0.0 -0.2 0.1
H 5.129 -6.422 3.462 0.0 0.1 0.1
H 1.613 -5.742 2.804 0.1 0.2 -0.7
C 9.603 0.635 0.589 -0.8 -1.6 -0.8
C 8.978 1.941 1.029 0.8 0.3 -1.1
C 7.435 1.983 0.936 0.1 -0.6 1.5
C 6.823 1.029 2.049 -0.7 0.8 -1.9
C 7.211 1.488 3.420 1.4 0.0 -0.1
C 8.751 1.490 3.575 0.1 0.7 0.4
N 9.350 2.228 2.421 -0.8 1.4 0.5
O 10.711 2.563 2.570 -0.2 -1.2 0.1
C 8.998 2.294 4.889 1.3 0.7 -1.4
C 9.267 0.077 3.708 0.6 -1.1 0.3
C 9.601 2.988 0.042 -0.1 1.1 1.4
H 10.623 0.500 0.948 -0.1 0.0 0.0
H 9.577 0.520 -0.495 0.4 0.6 -0.2
H 8.974 -0.229 0.804 0.2 -0.2 0.9
H 7.104 2.999 1.148 0.1 0.2 0.1
H 7.087 1.794 -0.080 0.1 -0.5 0.0
H 7.106 0.011 1.784 0.2 -0.1 0.5
H 5.736 1.038 1.973 -0.1 0.1 -0.2
H 6.829 0.845 4.213 -0.1 0.0 0.0
H 6.911 2.513 3.641 -0.5 0.0 -0.3
H 10.035 2.599 5.027 0.4 -0.7 -0.1
H 8.599 3.288 4.684 -0.9 -0.1 0.7
H 8.715 1.763 5.798 -0.6 0.3 -0.2
H 8.650 -0.716 3.286 -0.3 0.3 -0.3
H 10.250 -0.074 3.261 0.1 0.2 0.2
H 9.323 -0.171 4.768 0.2 0.0 0.1
H 10.632 3.246 0.286 0.1 -0.5 0.1
H 9.090 3.934 0.222 -0.3 0.2 -0.4
H 9.611 2.739 -1.019 -0.5 -0.3 0.2
H 10.764 3.506 2.745 -0.3 0.2 0.0
C -9.718 3.105 -1.662 0.1 1.2 -1.1
C -9.618 4.646 -1.534 -0.4 0.7 0.2
C -10.575 5.065 -0.359 -0.8 1.2 -0.2
C -10.429 6.490 0.195 2.5 -0.6 -0.5
C -8.946 6.672 0.528 -0.4 0.6 0.5
C -7.895 6.435 -0.578 0.2 -1.3 0.4
N -8.217 5.083 -1.242 -0.7 1.3 1.3
O -7.215 4.660 -2.101 -0.9 0.4 -0.6
C -7.822 7.652 -1.535 -0.1 -0.9 -0.7
C -6.541 6.163 0.138 0.4 0.4 -0.1
C -10.140 5.290 -2.869 0.8 -0.2 -0.2
H -9.248 2.573 -0.834 -0.3 0.0 0.0
H -9.312 2.804 -2.627 0.5 -0.1 0.2
H -10.783 2.938 -1.823 -0.1 -0.4 0.7
H -11.594 5.220 -0.714 -0.2 -1.4 -0.7
H -10.587 4.331 0.447 0.2 0.0 0.0
H -11.002 6.686 1.101 -0.2 -0.2 -0.2
H -10.653 7.251 -0.553 -0.5 -0.1 -0.1
H -8.704 6.035 1.379 0.1 0.0 0.1
H -8.901 7.711 0.855 0.8 0.1 0.2
H -8.664 7.590 -2.225 -0.1 0.2 0.1
H -7.850 8.621 -1.038 0.0 -0.2 0.3
H -6.937 7.609 -2.170 0.1 -0.1 0.1
H -6.551 5.254 0.740 -0.4 0.0 0.1
H -5.665 6.062 -0.502 -0.3 0.0 -0.5
H -6.255 6.983 0.797 -0.4 0.2 0.1
H -10.541 6.303 -2.830 -0.1 -0.1 0.6
H -10.876 4.645 -3.348 -0.1 0.0 0.1
H -9.288 5.379 -3.543 0.0 -0.3 -0.2
H -6.694 4.000 -1.637 0.1 -0.3 0.3
C 1.447 -7.722 -7.425 0.6 0.8 0.1
C 1.569 -7.395 -5.843 -0.4 -0.9 -1.5
C 2.125 -8.584 -5.062 1.1 -0.7 -0.5
C 3.622 -8.731 -5.288 0.6 0.4 0.0
C 4.324 -7.450 -4.851 -0.5 0.6 -0.3
C 3.779 -6.171 -5.564 2.0 -0.5 1.2
N 2.340 -6.187 -5.512 -0.3 0.3 0.7
O 1.908 -5.070 -6.271 -0.5 -0.2 0.0
C 4.433 -4.867 -4.825 -1.4 -0.2 -1.0
C 4.267 -6.201 -6.978 1.3 0.6 -2.2
C 0.147 -7.224 -5.385 0.2 0.7 0.6
H 2.001 -8.596 -7.768 0.0 -0.1 0.3
H 0.437 -7.773 -7.831 -0.3 -0.5 0.8
H 1.795 -6.896 -8.046 0.5 0.2 0.3
H 1.970 -8.551 -3.984 -0.3 0.6 0.1
H 1.634 -9.501 -5.386 -0.2 0.1 -0.2
H 4.070 -9.526 -4.692 -0.2 -0.3 -0.1
H 3.864 -8.918 -6.334 -0.1 -0.2 -0.1
H 5.384 -7.481 -5.102 0.1 -0.1 0.3
H 4.185 -7.377 -3.772 0.2 0.3 0.1
H 4.447 -4.015 -5.505 -0.1 -0.1 -0.4
H 5.466 -4.920 -4.482 -0.1 -0.8 0.0
H 3.808 -4.489 -4.015 -0.1 -0.5 0.3
H 5.351 -6.184 -7.086 0.3 -0.1 0.7
H 4.014 -5.328 -7.580 -0.5 0.2 0.3
H 3.996 -7.028 -7.634 -0.4 -0.3 0.6
H -0.407 -8.156 -5.495 -0.1 0.2 -0.4
H 0.207 -7.023 -4.315 -0.4 0.4 0.1
H -0.245 -6.378 -5.949 -0.6 -0.2 0.3
H 1.829 -4.406 -5.581 -0.2 0.3 -0.1
C -4.796 1.875 6.829 -1.3 0.2 1.0
C -6.150 1.042 7.093 1.4 1.6 -0.1
C -6.967 1.366 5.833 -0.3 -0.3 0.6
C -8.173 0.462 5.634 0.0 -1.0 0.4
C -7.735 -1.020 5.853 -1.1 1.0 0.2
C -7.020 -1.321 7.222 -1.2 2.4 -2.2
N -5.860 -0.413 7.173 -1.4 0.9 -0.9
O -5.017 -0.680 8.192 1.5 -0.3 1.2
C -8.008 -1.138 8.380 -0.4 0.0 1.2
C -6.636 -2.720 7.156 0.2 -2.9 -0.4
C -6.808 1.728 8.363 -0.5 -0.4 -0.1
H -4.372 1.852 5.826 0.1 -0.8 0.2
H -4.076 1.775 7.641 0.2 -0.4 -0.3
H -5.124 2.911 6.914 -0.1 0.2 0.0
H -7.264 2.409 5.945 0.1 0.1 -0.3
H -6.238 1.263 5.030 -0.4 0.0 -0.4
H -8.643 0.562 4.656 0.5 0.0 -0.4
H -9.039 0.673 6.262 0.3 0.3 0.6
H -7.137 -1.269 4.977 0.3 -0.5 0.3
H -8.656 -1.605 5.853 0.1 -0.3 -0.2
H -8.404 -2.093 8.726 0.3 -0.2 -0.1
H -7.548 -0.690 9.260 0.2 0.0 0.1
H -8.925 -0.566 8.239 0.3 0.4 -0.6
H -6.138 -2.991 6.225 0.5 0.2 0.1
H -6.133 -3.192 7.999 0.3 0.5 0.1
H -7.568 -3.282 7.095 -0.2 -0.1 0.0
H -6.774 2.816 8.312 0.3 0.0 -0.4
H -6.398 1.500 9.348 0.5 -0.3 -0.1
H -7.873 1.524 8.465 0.0 -0.3 -0.3
H -5.529 -0.560 8.995 0.0 0.1 0.8
C 3.043 5.395 -8.032 0.1 -0.9 -1.4
C 2.535 6.404 -7.076 -0.9 -0.3 2.2
C 3.836 6.788 -6.292 0.5 1.9 0.3
C 3.799 8.174 -5.646 -2.1 -0.4 1.1
C 3.204 9.227 -6.549 0.3 -0.6 0.1
C 1.862 8.875 -7.228 0.3 0.8 0.7
N 2.005 7.523 -7.829 -0.1 2.4 -0.6
O 0.836 7.273 -8.635 0.4 -0.7 1.2
C 0.701 9.002 -6.113 0.8 -0.6 -0.5
C 1.664 9.946 -8.332 -0.2 -1.1 0.0
C 1.456 5.795 -6.037 -0.2 0.4 -0.7
H 3.869 5.832 -8.595 0.4 -0.1 0.3
H 2.374 5.140 -8.853 -0.6 -0.4 0.5
H 3.370 4.525 -7.464 0.0 -0.2 -0.4
H 4.116 6.111 -5.485 -0.5 -0.5 -0.3
H 4.722 6.853 -6.924 -0.2 -0.5 -0.6
H 4.757 8.538 -5.274 0.0 -0.4 0.1
H 3.088 8.090 -4.824 0.3 0.0 0.7
H 4.074 9.337 -7.196 -0.7 1.0 -1.0
H 2.956 10.111 -5.961 0.6 0.3 -0.2
H 0.294 9.970 -5.820 0.4 0.6 -0.9
H -0.159 8.413 -6.433 0.1 -0.3 0.2
H 1.129 8.678 -5.164 -0.3 -0.6 0.0
H 1.654 10.960 -7.932 -0.2 -0.2 0.2
H 2.485 9.886 -9.046 0.0 -0.1 -0.1
H 0.733 9.700 -8.844 0.0 0.5 -0.1
H 1.843 4.989 -5.413 0.2 0.0 -0.2
H 0.544 5.445 -6.522 0.4 -0.5 -0.8
H 0.937 6.499 -5.387 0.9 0.5 0.2
H 1.145 7.298 -9.543 0.3 0.0 -0.1
```
Forces are in eV/Å.

Calculated values
Electronic energy in eV: -109389.62419
Charge: +1
HOMO-LUMO gap in eV: 1.009
HOMO energy in eV: -9.55

Atomic partial charges in e from the Löwdin method, atoms 1 to 99:
1. Hg 0.30
2. C -0.65
3. F 0.14
4. F 0.15
5. F 0.14
6. S 0.51
7. O -0.23
8. O -0.23
9. O -0.24
10. C -0.04
11. C -0.45
12. C -0.09
13. C -0.17
14. C -0.13
15. C -0.44
16. N -0.06
17. O 0.01
18. C -0.04
19. C 0.01
20. C -0.03
21. H 0.08
22. H 0.09
23. H 0.08
24. H 0.11
25. H 0.11
26. H 0.11
27. H 0.08
28. H 0.12
29. H 0.13
30. H 0.09
31. H 0.08
32. H 0.09
33. H 0.08
34. H 0.07
35. H 0.08
36. H 0.08
37. H 0.07
38. H 0.09
39. H 0.09
40. C -0.04
41. C -0.50
42. C -0.09
43. C -0.17
44. C -0.15
45. C -0.48
46. N -0.07
47. O 0.00
48. C -0.03
49. C -0.03
50. C -0.03
51. H 0.09
52. H 0.08
53. H 0.07
54. H 0.11
55. H 0.12
56. H 0.09
57. H 0.11
58. H 0.13
59. H 0.12
60. H 0.07
61. H 0.08
62. H 0.09
63. H 0.08
64. H 0.08
65. H 0.08
66. H 0.07
67. H 0.08
68. H 0.09
69. H 0.11
70. C -0.03
71. C -0.45
72. C -0.13
73. C -0.17
74. C -0.16
75. C -0.43
76. N -0.06
77. O 0.02
78. C -0.01
79. C -0.04
80. C -0.02
81. H 0.09
82. H 0.08
83. H 0.09
84. H 0.12
85. H 0.12
86. H 0.12
87. H 0.11
88. H 0.12
89. H 0.12
90. H 0.07
91. H 0.09
92. H 0.08
93. H 0.09
94. H 0.08
95. H 0.09
96. H 0.07
97. H 0.08
98. H 0.08
99. H 0.12